1 | This record from the OMol25 dataset describes a molecular structure, H27O14. The level of theory is ωB97M-V/def2-TZVPD.

Output
Charge: -1
Kohn-Sham gap, eV: 9.03

Cartesian coordinates (Å):
O 1.948 -2.792 -1.034
H 1.407 -2.787 -1.681
O 0.015 -1.993 0.331
H -0.780 -1.874 -0.447
H 4.639 -0.620 -1.271
O 0.847 4.210 1.729
H 4.506 -0.027 0.025
H -3.739 -2.370 2.181
O -2.884 -2.400 1.559
H 2.272 2.163 2.476
H -3.342 -2.652 0.737
O -2.083 2.145 0.003
H -0.637 1.421 -2.390
H -1.918 1.263 -0.002
O 2.830 -1.099 -2.826
H 2.325 -1.829 -2.800
H 2.630 -0.436 -3.469
O -1.346 -1.459 -1.526
H -1.706 -0.175 3.148
H -1.980 -2.165 -1.375
O 4.593 0.382 -0.896
H -0.159 4.370 1.690
H -2.513 2.533 -0.845
O 2.180 -0.237 0.154
H 2.469 0.001 -0.745
H 0.994 3.744 2.602
O -0.852 2.496 2.381
H -1.472 2.840 1.621
H -0.506 1.642 2.004
O -4.203 -1.294 -2.211
H -3.294 -1.064 -2.131
H -4.731 -0.871 -1.443
O -1.259 0.880 -2.673
H -1.217 -0.040 -2.371
H 1.546 -2.420 -0.211
O -2.314 0.140 2.432
H 1.310 -0.599 0.187
H -1.972 -0.390 1.694
O 2.875 1.313 2.654
H 0.198 -2.926 0.413
H 2.885 0.928 1.782

Atomic partial charges in e from the natural (NBO) method, atoms 1 to 2: number 1, O, carries -0.976; number 2, H, carries 0.436

2 | This record from the OMol25 dataset describes 14 unconnected molecules or ions with the total composition H27O14. The level of theory is ωB97M-V/def2-TZVPD.

Output
Charge: -1
Kohn-Sham gap, eV: 10.15

Cartesian coordinates (Å):
O -3.312 3.428 -1.259
H -2.470 2.846 -1.038
O -0.974 -0.364 -3.391
H -1.033 -1.309 -3.293
H -0.079 -0.081 -3.014
O 2.475 1.145 0.632
H 0.177 -0.974 3.729
H 1.912 1.471 1.347
O 1.516 3.158 -1.020
H 1.406 3.490 -1.890
H 1.587 2.114 -1.222
O -1.776 -1.373 1.194
H -0.865 2.395 0.101
H -1.355 -2.156 0.956
O 1.712 -4.857 -0.173
H 1.612 -5.056 0.778
H 1.835 -3.957 -0.308
O 1.024 -2.213 -0.260
H 1.688 -1.976 0.491
H 0.895 -1.383 -0.680
O 1.171 -1.029 3.693
H 1.356 -1.508 2.862
H -1.324 -0.658 0.725
O 1.317 0.571 -1.717
H 1.843 0.375 -2.455
H 1.948 1.067 -0.245
O 2.790 -1.263 1.333
H 2.499 -0.440 0.736
H 3.744 -1.459 1.254
O -3.380 3.605 1.785
H -2.517 4.073 1.731
H -2.865 2.785 1.496
O -0.961 3.273 0.261
H -0.256 3.748 -0.244
H -3.932 3.167 -0.514
O -1.268 -4.236 0.913
H -1.043 -4.839 0.153
H -2.252 -4.117 0.743
O -1.181 0.842 -1.052
H -1.495 0.967 -1.965
H -0.171 0.725 -1.174

Atomic partial charges in e from the natural (NBO) method, atoms 1 to 2: number 1, O, carries -0.984; number 2, H, carries 0.493

3 | This record from the OMol25 dataset describes 14 unconnected molecules or ions with the total composition H27O14. The level of theory is ωB97M-V/def2-TZVPD.

Output
Charge: -1
Kohn-Sham gap, eV: 9.54

Cartesian coordinates (Å):
O 2.057 -3.175 -3.348
H 1.670 -0.577 -0.146
O 1.553 0.373 1.129
H 2.304 -2.242 -3.150
H 2.356 3.380 -2.144
O -2.986 -0.835 -1.409
H 1.786 4.154 -1.033
H 0.999 -0.015 4.399
O 0.392 0.210 5.177
H 4.310 1.172 -1.003
H -0.452 0.000 4.793
O 4.723 0.293 -1.153
H -2.722 -0.163 3.354
H -0.814 1.988 2.480
O -0.373 1.179 2.326
H 1.452 -0.399 -1.736
H 0.444 1.905 -3.489
O -2.849 0.785 3.265
H 1.739 -3.490 -0.176
H 0.660 0.456 1.783
O 2.646 3.933 -1.405
H -3.003 -0.251 -0.613
H 0.747 1.431 -0.079
O 1.614 -4.321 -0.594
H 2.157 -4.189 -1.454
H -2.878 -0.305 -2.196
O -4.995 -2.399 0.167
H -4.350 -2.593 0.925
H -4.583 -1.740 -0.431
O 0.269 1.065 -3.123
H -1.929 0.999 2.911
H -0.668 1.416 0.492
O 1.595 -1.063 -1.061
H -2.777 1.455 0.481
H -0.248 1.011 -2.291
O -0.219 1.485 -0.410
H 3.921 -0.318 -1.157
H 1.303 -3.413 -3.885
O -3.435 0.843 0.806
H 2.029 1.175 1.192
H -3.447 0.780 1.807

Atomic partial charges in e from the natural (NBO) method, atoms 1 to 2: number 1, O, carries -0.999; number 2, H, carries 0.511

In terms of stability, 2 leads; the second structure lies 6.4 kcal/mol higher.